DFT (ωB97M-V with the def2-TZVPD basis set) results for 11 unconnected molecules or ions with the total composition C34H97N11O13 in a non-equilibrium geometry.

Results
E_HOMO in eV: -8.378
DFT total energy in Ha: -2933.96050
Kohn-Sham gap in Eh: 0.3214
SMILES: COC[C@H](C)N.COC[C@H](C)N.COC[C@H](C)N.COC[C@H](C)N.COC[C@H](C)N.COC[C@H](C)N.COC[C@H](C)N.NC(N)=O.NC(N)=O.OCCO.OCCO
Relative energy (zero: lowest compared OMol25 entry of this formula, charge and spin) in kcal per mole: 127.65

Atoms and positions in Å:
1 C 25.591 12.992 12.417
2 O 24.271 13.351 12.870
3 C 23.764 14.637 12.394
4 C 22.332 14.833 12.898
5 C 21.528 13.605 12.383
6 N 21.667 16.036 12.354
7 H 26.287 13.784 12.602
8 H 25.636 12.804 11.361
9 H 25.713 11.981 12.774
10 H 24.360 15.476 12.702
11 H 23.725 14.576 11.303
12 H 22.309 14.974 13.969
13 H 21.490 13.632 11.276
14 H 20.467 13.469 12.684
15 H 22.059 12.710 12.664
16 H 22.123 16.907 12.612
17 H 21.651 16.058 11.336
18 C 19.519 13.347 20.566
19 O 19.130 12.853 19.310
20 C 20.148 12.783 18.405
21 C 19.562 12.389 17.021
22 C 20.755 12.274 15.992
23 N 18.599 13.369 16.551
24 H 20.467 12.936 20.938
25 H 18.733 12.994 21.219
26 H 19.621 14.452 20.540
27 H 20.599 13.774 18.312
28 H 20.871 12.063 18.803
29 H 19.083 11.401 17.045
30 H 21.490 11.535 16.279
31 H 21.303 13.246 15.968
32 H 20.364 12.082 14.984
33 H 17.880 13.466 17.278
34 H 19.136 14.252 16.454
35 C 10.007 16.040 12.417
36 O 10.691 15.492 11.381
37 C 11.856 14.793 11.764
38 C 12.380 13.954 10.550
39 C 12.829 14.808 9.375
40 N 11.404 12.996 10.117
41 H 10.719 16.570 13.061
42 H 9.490 15.266 13.032
43 H 9.314 16.719 11.928
44 H 12.639 15.499 12.061
45 H 11.572 14.106 12.532
46 H 13.233 13.395 10.992
47 H 13.466 15.635 9.652
48 H 12.051 15.367 8.830
49 H 13.440 14.229 8.688
50 H 11.149 12.369 10.875
51 H 10.581 13.495 9.819
52 C 17.459 10.008 14.774
53 O 16.644 9.680 13.662
54 C 15.336 9.262 14.032
55 C 14.582 8.832 12.728
56 C 15.244 7.672 11.994
57 N 14.362 10.039 11.899
58 H 17.694 9.094 15.315
59 H 17.062 10.655 15.555
60 H 18.398 10.388 14.330
61 H 15.435 8.373 14.653
62 H 14.749 10.062 14.509
63 H 13.617 8.457 13.063
64 H 16.213 8.020 11.618
65 H 14.666 7.353 11.142
66 H 15.459 6.806 12.641
67 H 14.142 9.687 10.965
68 H 15.277 10.535 11.777
69 C 19.821 13.266 7.784
70 O 19.680 12.258 8.784
71 C 18.766 12.507 9.795
72 C 18.414 11.180 10.419
73 C 17.707 10.255 9.411
74 N 17.369 11.414 11.442
75 H 20.391 14.048 8.265
76 H 18.879 13.675 7.479
77 H 20.341 12.714 6.997
78 H 19.101 13.235 10.527
79 H 17.875 12.960 9.389
80 H 19.310 10.682 10.799
81 H 17.474 9.201 9.702
82 H 18.233 10.112 8.467
83 H 16.773 10.766 9.258
84 H 17.203 10.689 12.128
85 H 17.611 12.194 12.044
86 C 11.950 16.307 17.622
87 O 13.243 16.720 17.910
88 C 13.776 17.377 16.767
89 C 14.918 18.244 17.305
90 C 15.488 19.169 16.272
91 N 16.049 17.497 17.867
92 H 11.294 17.158 17.429
93 H 11.584 15.709 18.437
94 H 11.949 15.771 16.680
95 H 14.126 16.662 16.038
96 H 12.981 17.981 16.396
97 H 14.533 18.809 18.164
98 H 14.734 19.868 15.984
99 H 15.850 18.560 15.465
100 H 16.286 19.807 16.672
101 H 16.267 16.861 17.118
102 H 15.714 17.000 18.660
103 C 13.165 12.441 16.806
104 O 14.136 12.009 17.712
105 C 14.466 12.973 18.673
106 C 15.034 12.132 19.843
107 C 15.480 13.036 21.046
108 N 16.243 11.406 19.488
109 H 12.846 11.546 16.245
110 H 13.643 13.148 16.116
111 H 12.353 12.879 17.353
112 H 15.135 13.654 18.151
113 H 13.583 13.539 18.953
114 H 14.233 11.454 20.143
115 H 15.815 12.463 21.905
116 H 14.633 13.617 21.428
117 H 16.319 13.715 20.781
118 H 17.056 12.036 19.480
119 H 16.126 10.899 18.616
120 N 16.353 15.335 10.529
121 C 16.302 16.657 10.217
122 N 15.976 17.697 11.066
123 O 16.585 16.912 9.052
124 H 15.724 15.139 11.303
125 H 16.178 14.914 9.636
126 H 15.854 18.438 10.392
127 H 15.331 17.685 11.820
128 N 19.097 16.671 15.867
129 C 18.275 16.255 14.894
130 N 18.698 15.948 13.694
131 O 17.074 16.149 15.140
132 H 18.563 17.167 16.565
133 H 19.884 17.242 15.664
134 H 19.681 15.944 13.403
135 H 18.081 15.559 13.002
136 O 9.755 11.189 12.252
137 C 9.958 11.241 13.667
138 C 11.276 10.586 14.070
139 O 12.364 11.424 13.862
140 H 9.698 10.278 11.955
141 H 9.892 12.296 13.940
142 H 9.192 10.624 14.067
143 H 11.444 9.647 13.456
144 H 11.242 10.196 15.083
145 H 12.963 11.064 13.131
146 O 15.050 15.215 13.342
147 C 14.853 13.804 13.537
148 C 15.738 13.236 14.613
149 O 17.032 13.110 14.138
150 H 15.728 15.480 13.966
151 H 13.770 13.669 13.809
152 H 14.984 13.219 12.595
153 H 15.247 12.289 14.882
154 H 15.592 13.837 15.524
155 H 17.670 13.155 14.874

Atomic partial charges in e from the Löwdin method, atoms 1 to 99: C -0.085; O -0.209; C -0.181; C -0.404; C -0.057; N 0.022; H 0.079; H 0.072; H 0.088; H 0.113; H 0.125; H 0.126; H 0.082; H 0.069; H 0.065; H 0.077; H 0.083; C -0.093; O -0.225; C -0.236; C -0.390; C -0.041; N 0.064; H 0.092; H 0.079; H 0.103; H 0.128; H 0.133; H 0.132; H 0.071; H 0.080; H 0.061; H 0.094; H 0.080; C -0.146; O -0.193; C -0.186; C -0.424; C -0.060; N 0.051; H 0.086; H 0.095; H 0.092; H 0.117; H 0.099; H 0.127; H 0.052; H 0.087; H 0.075; H 0.044; H 0.072; C -0.099; O -0.226; C -0.164; C -0.409; C -0.058; N 0.059; H 0.086; H 0.078; H 0.097; H 0.124; H 0.113; H 0.117; H 0.068; H 0.070; H 0.087; H 0.084; H 0.061; C -0.066; O -0.197; C -0.248; C -0.391; C -0.059; N 0.053; H 0.078; H 0.080; H 0.096; H 0.107; H 0.109; H 0.136; H 0.076; H 0.069; H 0.066; H 0.032; H 0.047; C -0.136; O -0.191; C -0.179; C -0.433; C -0.067; N 0.057; H 0.087; H 0.085; H 0.081; H 0.124; H 0.111; H 0.142; H 0.067; H 0.063

DFT (ωB97M-V with the def2-TZVPD basis set) results for a molecular structure, C27H22IrN2O2S2.

Results
E_HOMO in eV: -10.720
DFT total energy in Ha: -2202.59638
Kohn-Sham gap in Eh: 0.2851
Net charge: +1
Relative energy (zero: lowest compared OMol25 entry of this formula, charge and spin) in kcal per mole: 4.71

Atoms and positions in Å:
1 Ir 1.129 -0.882 0.401
2 O 1.370 -0.530 2.347
3 N 2.373 -1.198 2.956
4 C 2.418 -1.078 4.303
5 C 3.424 -1.666 5.010
6 C 4.405 -2.388 4.319
7 C 4.332 -2.494 2.955
8 C 3.286 -1.883 2.247
9 S 3.117 -1.969 0.529
10 H 1.613 -0.497 4.725
11 H 3.445 -1.563 6.085
12 H 5.212 -2.864 4.858
13 H 5.065 -3.048 2.387
14 C -1.267 -4.412 0.665
15 C -2.555 -3.895 0.748
16 C -2.746 -2.526 0.722
17 C -1.647 -1.675 0.613
18 C -0.350 -2.194 0.531
19 C -0.166 -3.572 0.556
20 C -1.725 -0.220 0.562
21 C -2.927 0.522 0.596
22 C -2.880 1.873 0.475
23 C -1.634 2.530 0.333
24 C -1.528 3.929 0.177
25 C -0.305 4.523 0.044
26 C 0.863 3.734 0.074
27 C 0.791 2.376 0.224
28 C -0.464 1.743 0.345
29 N -0.545 0.378 0.450
30 H -1.117 -5.484 0.684
31 H -3.404 -4.559 0.835
32 H -3.750 -2.125 0.789
33 H 0.828 -3.990 0.486
34 H -3.869 0.005 0.702
35 H -3.789 2.463 0.482
36 H -2.435 4.521 0.170
37 H -0.226 5.595 -0.071
38 H 1.830 4.211 -0.013
39 H 1.695 1.782 0.262
40 C 1.442 -0.725 -4.162
41 S 1.332 0.065 -2.568
42 O 0.940 -1.126 -1.679
43 C -0.147 1.020 -2.797
44 C -0.012 2.371 -3.074
45 C -1.157 3.135 -3.252
46 C -2.406 2.544 -3.131
47 C -2.524 1.191 -2.832
48 C -1.389 0.415 -2.663
49 H 0.534 -1.302 -4.327
50 H 2.317 -1.371 -4.141
51 H 1.557 0.051 -4.918
52 H 0.971 2.823 -3.140
53 H -1.071 4.190 -3.473
54 H -3.298 3.143 -3.265
55 H -3.502 0.740 -2.732
56 H -1.459 -0.637 -2.409

How positive or negative is each atom? The Löwdin charges in e answer that: Ir 1.060; O -0.268; N -0.176; C 0.001; C -0.032; C -0.040; C -0.066; C -0.614; S 0.681; H 0.145; H 0.118; H 0.120; H 0.116; C -0.065; C -0.071; C -0.021; C -0.182; C -0.229; C -0.081; C -0.203; C 0.019; C 0.015; C -0.151; C -0.021; C -0.062; C -0.056; C -0.034; C -0.197; N 0.006; H 0.111; H 0.109; H 0.108; H 0.089; H 0.115; H 0.131; H 0.123; H 0.112; H 0.115; H 0.094; C -0.201; S 0.993; O -0.667; C -0.412; C -0.084; C -0.061; C -0.059; C -0.061; C -0.069; H 0.075; H 0.067; H 0.073; H 0.118; H 0.117; H 0.115; H 0.117; H 0.121

DFT (ωB97M-V with the def2-TZVPD basis set) results for a single C11H19NO molecule in a non-equilibrium geometry.

Results
E_HOMO in eV: -7.373
DFT total energy in Ha: -560.22525
Kohn-Sham gap in Eh: 0.3000
Relative energy (zero: lowest compared OMol25 entry of this formula, charge and spin) in kcal per mole: 134.12

Atoms and positions in Å:
1 C -1.404 -1.287 0.471
2 C -2.509 -0.624 0.079
3 C -2.481 0.230 -1.056
4 C 0.444 -0.019 0.396
5 C -3.863 -0.838 0.580
6 C 1.846 0.708 -1.482
7 C 3.170 -0.658 0.233
8 C 2.172 1.574 0.872
9 C 0.438 -2.239 -0.681
10 C -1.798 2.227 0.201
11 C 1.891 0.327 0.029
12 N -0.053 -1.121 0.056
13 O -2.206 1.463 -0.941
14 H -1.702 -2.073 1.240
15 H -4.403 -1.529 -0.052
16 H -3.847 -1.249 1.581
17 H -4.527 0.025 0.703
18 H 0.989 1.200 -1.650
19 H 2.670 1.275 -1.740
20 H 1.934 -0.113 -2.066
21 H 3.185 -1.383 -0.499
22 H 4.063 -0.069 0.111
23 H 2.975 -0.896 1.231
24 H 1.430 2.385 0.600
25 H 1.939 1.457 1.877
26 H 3.299 1.747 0.742
27 H -0.241 -2.479 -1.571
28 H 1.412 -2.005 -0.897
29 H 0.379 -3.333 -0.115
30 H -0.901 1.843 0.661
31 H -2.625 2.184 1.084
32 H -1.678 3.270 0.006

How positive or negative is each atom? The Löwdin charges in e answer that: C -0.086; C -0.354; C -0.032; C 0.002; C -0.060; C -0.021; C -0.014; C -0.087; C -0.028; C -0.054; C -0.521; N -0.166; O -0.090; H 0.146; H 0.087; H 0.083; H 0.091; H 0.043; H 0.070; H 0.046; H 0.033; H 0.069; H 0.065; H 0.094; H 0.042; H 0.103; H 0.124; H 0.017; H 0.154; H 0.030; H 0.143; H 0.071

DFT (ωB97M-V with the def2-TZVPD basis set) results for a single C5H9NOS molecule in a non-equilibrium geometry.

Results
E_HOMO in eV: -9.067
DFT total energy in Ha: -724.06483
Kohn-Sham gap in Eh: 0.3658
SMILES: O=C(CS)NC1CC1
Relative energy (zero: lowest compared OMol25 entry of this formula, charge and spin) in kcal per mole: 34.49

Atoms and positions in Å:
1 O -1.875 2.001 -0.312
2 C -1.158 1.046 -0.048
3 C -1.733 -0.145 0.685
4 S -2.712 -0.983 -0.523
5 N 0.160 1.080 -0.397
6 C 1.233 0.378 0.228
7 C 1.280 -1.131 0.025
8 C 2.308 -0.290 -0.657
9 H -2.378 0.144 1.514
10 H -0.908 -0.838 1.139
11 H -3.820 -0.282 -0.183
12 H 0.369 1.995 -0.872
13 H 1.649 0.796 1.179
14 H 0.476 -1.483 -0.639
15 H 1.549 -1.839 0.802
16 H 3.289 -0.254 -0.203
17 H 2.270 -0.193 -1.739

How positive or negative is each atom? The Löwdin charges in e answer that: O 0.022; C -0.601; C -0.517; S 0.742; N 0.078; C -0.294; C -0.136; C -0.101; H 0.080; H 0.098; H -0.106; H 0.178; H 0.151; H 0.105; H 0.102; H 0.094; H 0.104

DFT (ωB97M-V with the def2-TZVPD basis set) results for a single C4H8N2 molecule in a non-equilibrium geometry.

Results
E_HOMO in eV: -6.642
DFT total energy in Ha: -266.55777
Kohn-Sham gap in Eh: 0.2653
Relative energy (zero: lowest compared OMol25 entry of this formula, charge and spin) in kcal per mole: 103.06

Atoms and positions in Å:
1 C -0.420 1.357 0.137
2 C -1.010 -1.006 0.263
3 C 0.431 -1.226 -0.343
4 C 1.044 1.007 -0.006
5 H -0.620 2.301 -0.490
6 H -0.635 1.577 1.099
7 H -1.383 0.254 -1.339
8 H -1.075 -1.327 1.393
9 H -1.615 -1.743 -0.310
10 H 0.992 -2.183 0.002
11 H 2.420 -0.772 0.036
12 H 1.944 1.660 -0.170
13 N -1.448 0.377 -0.267
14 N 1.374 -0.275 -0.006

How positive or negative is each atom? The Löwdin charges in e answer that: C -0.237; C -0.214; C -0.209; C -0.139; H 0.136; H 0.062; H 0.132; H 0.130; H 0.088; H 0.081; H 0.231; H 0.114; N -0.083; N -0.094

DFT (ωB97M-V with the def2-TZVPD basis set) results for a gas-phase ion, C2H7ClN (charge +1) in a non-equilibrium geometry.

Results
E_HOMO (alpha / beta) in eV: -9.462 / -16.800
DFT total energy in Ha: -594.80661
Expectation value of S²: 2.004
Kohn-Sham gap (alpha / beta) in Eh: 0.2147 / 0.2764
Net charge: +1
2S+1: 3

Atoms and positions in Å:
1 C 0.549 -0.300 0.391
2 C -0.741 -0.865 -0.181
3 N 0.535 1.157 -0.031
4 Cl -2.116 0.309 0.024
5 H 1.243 -0.930 -0.165
6 H 0.680 -0.493 1.492
7 H -0.824 -1.741 0.377
8 H -0.809 -1.146 -1.169
9 H 0.623 1.030 -1.033
10 H 1.367 1.633 0.284
11 H -0.507 1.347 0.011

How positive or negative is each atom? The Löwdin charges in e answer that: C -0.209; C -0.534; N 0.136; Cl 0.816; H 0.126; H 0.155; H 0.075; H 0.070; H 0.155; H 0.171; H 0.039